Molecular formula: C37H81Br3N9O2
Method: DFT, ωB97M-V with the def2-TZVPD basis set

Values from the calculation:
HOMO = -7.9 eV
Net charge = +3
DFT total energy = -9822.44093 a.u.
ΔE to the lowest compared entry with this formula, charge and spin = 8.554 eV
Gap between HOMO and LUMO = 2.42 eV

XYZ file:
```
132
C37H81Br3N9O2, DFT ωB97M-V with the def2-TZVPD basis set
C -3.933 2.806 -2.182
C -3.348 3.883 -1.383
N -2.849 3.526 -0.098
C -1.542 3.576 0.285
C -1.484 3.458 1.701
N -2.798 3.015 2.064
C -3.577 3.131 0.984
C -3.354 2.774 3.375
H -3.229 1.994 -2.365
H -4.094 3.104 -3.218
H -4.879 2.576 -1.691
H -4.102 4.649 -1.201
H -2.533 4.405 -1.883
H -0.916 3.945 -0.514
H -0.761 3.540 2.500
H -4.636 2.964 0.858
H -3.262 1.708 3.584
H -4.378 3.136 3.469
H -2.771 3.410 4.041
C -3.766 -4.469 -6.312
C -4.501 -3.249 -5.750
N -4.657 -3.248 -4.274
C -3.591 -3.322 -3.372
C -4.131 -3.380 -2.041
N -5.474 -3.269 -2.176
C -5.843 -3.256 -3.530
C -6.411 -3.303 -1.027
H -4.286 -5.393 -6.057
H -2.734 -4.330 -5.990
H -3.687 -4.618 -7.389
H -5.412 -3.022 -6.304
H -3.869 -2.384 -5.951
H -2.598 -3.400 -3.790
H -3.835 -3.495 -1.009
H -6.859 -3.272 -3.898
H -6.957 -2.363 -1.105
H -5.955 -3.201 -0.042
H -7.112 -4.135 -1.092
C -4.119 9.129 10.353
C -3.348 8.260 9.410
N -3.825 8.385 7.996
C -3.035 8.318 6.821
C -3.931 8.405 5.733
N -5.266 8.487 6.212
C -5.166 8.469 7.570
C -6.495 8.402 5.394
H -5.019 8.633 10.716
H -4.244 10.174 10.070
H -3.609 9.244 11.310
H -3.465 7.215 9.700
H -2.269 8.411 9.429
H -1.967 8.282 6.670
H -3.631 8.370 4.696
H -6.037 8.524 8.207
H -7.011 9.358 5.306
H -7.159 7.721 5.925
H -6.404 7.921 4.420
C 0.175 -0.008 -11.459
C 0.299 -0.859 -12.788
C 0.877 -2.240 -12.429
C 2.290 -2.053 -11.856
N 3.269 -3.289 -11.862
C 2.577 -4.575 -11.323
C 3.325 -5.688 -11.858
C 3.975 -5.195 -13.170
C 3.895 -3.690 -13.243
C 4.510 -2.855 -11.030
H -0.495 0.846 -11.551
H 1.078 0.406 -11.010
H -0.156 -0.461 -10.524
H 0.915 -0.398 -13.561
H -0.700 -0.940 -13.215
H 0.888 -2.724 -13.406
H 0.160 -2.910 -11.955
H 2.220 -1.728 -10.818
H 2.797 -1.322 -12.485
H 2.459 -4.493 -10.243
H 1.649 -4.775 -11.858
H 4.135 -5.830 -11.142
H 2.686 -6.548 -12.061
H 5.035 -5.433 -13.083
H 3.611 -5.615 -14.108
H 4.814 -3.120 -13.384
H 3.178 -3.409 -14.014
H 5.255 -3.648 -10.973
H 4.183 -2.819 -9.991
H 4.873 -1.933 -11.484
C 2.302 1.583 11.964
N 2.005 0.096 12.226
C 0.580 -0.258 11.691
C 3.074 -0.672 11.442
C 2.009 -0.159 13.685
C 2.305 -1.525 14.221
O 1.320 -2.446 13.985
H 3.163 1.847 12.579
H 1.493 2.132 12.445
H 2.307 1.996 10.955
H -0.144 0.372 12.208
H 0.345 -1.294 11.934
H 0.554 -0.040 10.623
H 3.108 -0.244 10.440
H 2.720 -1.698 11.347
H 4.017 -0.761 11.982
H 1.275 0.488 14.166
H 2.895 0.387 14.009
H 2.381 -1.462 15.307
H 3.116 -2.049 13.715
H 0.582 -2.116 14.503
C 4.553 -4.004 -0.054
N 5.498 -2.872 0.441
C 6.416 -2.758 -0.875
C 4.644 -1.584 0.626
C 6.387 -3.177 1.671
C 7.596 -4.143 1.382
O 7.207 -5.322 0.770
H 5.136 -4.910 -0.220
H 3.937 -3.649 -0.880
H 3.909 -4.171 0.809
H 5.726 -2.283 -1.573
H 6.707 -3.780 -1.118
H 7.243 -2.121 -0.560
H 5.300 -0.730 0.798
H 3.977 -1.920 1.420
H 4.021 -1.403 -0.249
H 5.679 -3.634 2.363
H 6.806 -2.277 2.121
H 8.109 -4.373 2.316
H 8.424 -3.565 0.970
H 7.838 -6.045 0.779
Br -0.203 -3.250 5.366
Br -8.541 2.710 -9.113
Br 4.572 6.193 6.114
```

Here are the Löwdin charges for atoms 1 to 99, given in e: -0.06, -0.22, -0.07, 0.02, 0.08, -0.10, -0.01, 0.01, 0.09, 0.10, 0.09, 0.15, 0.14, 0.14, 0.14, 0.17, 0.12, 0.10, 0.11, -0.06, -0.16, -0.04, 0.02, 0.01, -0.11, 0.08, 0.02, 0.09, 0.07, 0.09, 0.14, 0.13, 0.12, 0.14, 0.16, 0.10, 0.10, 0.11, -0.08, -0.16, -0.02, 0.03, 0.00, -0.08, 0.03, 0.02, 0.08, 0.10, 0.09, 0.13, 0.13, 0.14, 0.13, 0.16, 0.11, 0.10, 0.10, -0.10, -0.20, -0.21, -0.09, -0.20, -0.12, -0.17, -0.13, -0.08, 0.03, 0.07, 0.06, 0.07, 0.11, 0.11, 0.11, 0.12, 0.12, 0.14, 0.14, 0.13, 0.12, 0.14, 0.12, 0.13, 0.13, 0.13, 0.11, 0.10, 0.11, 0.02, -0.32, 0.05, 0.03, -0.14, -0.26, -0.03, 0.11, 0.10, 0.12, 0.10, 0.10

---

Molecular formula: C37H81N4O7
Method: DFT, ωB97M-V with the def2-TZVPD basis set

Values from the calculation:
HOMO = -10.7 eV
Net charge = +1
DFT total energy = -2203.54556 a.u.
Gap between HOMO and LUMO = 6.72 eV

XYZ file:
```
129
C37H81N4O7, DFT ωB97M-V with the def2-TZVPD basis set
C 4.084 -5.633 -3.651
C 5.274 -4.624 -3.373
C 5.700 -4.564 -1.848
C 4.442 -4.053 -1.035
N 4.766 -3.234 0.180
N 4.686 -1.876 -0.209
N 5.725 -1.433 -0.874
C 5.709 -0.151 -1.221
C 4.596 0.794 -0.939
C 4.633 2.281 -1.345
N 5.870 2.566 -2.122
C 5.804 3.989 -2.572
C 3.463 0.201 -0.207
C 2.264 1.105 0.126
C 2.163 1.255 1.777
C 0.672 1.103 2.355
O 1.450 2.424 2.251
C 3.554 -1.233 0.165
C 2.379 -1.820 0.978
C 1.779 -3.169 0.457
O 1.516 -3.191 -0.944
C 0.599 -4.299 -1.200
C -0.807 -3.629 -1.514
H 3.210 -5.102 -4.120
H 3.698 -6.151 -2.740
H 4.383 -6.411 -4.402
H 6.136 -4.962 -4.008
H 4.940 -3.622 -3.757
H 6.606 -3.920 -1.759
H 5.881 -5.633 -1.557
H 3.900 -4.966 -0.673
H 3.771 -3.526 -1.757
H 5.739 -3.437 0.425
H 6.588 0.273 -1.759
H 4.694 2.940 -0.432
H 3.732 2.628 -1.919
H 5.769 1.975 -2.957
H 5.875 4.602 -1.633
H 6.694 4.261 -3.187
H 4.847 4.176 -3.132
H 2.415 2.171 -0.160
H 1.290 0.678 -0.199
H 3.018 0.825 2.405
H -0.154 1.180 1.610
H 0.537 0.857 3.426
H 2.780 -2.032 2.011
H 1.541 -1.102 1.119
H 0.845 -3.360 1.061
H 2.504 -3.991 0.693
H 0.523 -4.999 -0.334
H 0.986 -4.891 -2.068
H -1.336 -3.421 -0.553
H -0.566 -2.640 -1.979
H -1.377 -4.305 -2.194
C -3.164 0.885 -2.738
C -3.155 -0.615 -2.979
O -3.667 -1.369 -1.892
C -5.014 -1.105 -1.524
C -6.014 -1.369 -2.634
H -2.595 1.131 -1.839
H -2.721 1.408 -3.588
H -4.176 1.270 -2.600
H -2.124 -0.945 -3.122
H -3.690 -0.869 -3.900
H -5.108 -0.083 -1.141
H -5.239 -1.768 -0.684
H -5.845 -0.724 -3.498
H -7.032 -1.192 -2.281
H -5.939 -2.402 -2.980
C 1.201 3.229 5.430
C -0.197 3.463 5.973
O -0.679 2.401 6.782
C 0.078 2.106 7.947
C 0.182 3.268 8.918
H 1.236 2.304 4.855
H 1.500 4.056 4.783
H 1.941 3.146 6.229
H -0.893 3.549 5.136
H -0.255 4.411 6.519
H 1.071 1.734 7.670
H -0.433 1.277 8.441
H 0.697 4.124 8.478
H 0.735 2.969 9.811
H -0.812 3.605 9.219
C -7.961 -0.701 4.096
C -6.748 -1.280 3.389
O -6.858 -1.278 1.973
C -7.019 -0.010 1.359
C -5.868 0.946 1.625
H -8.865 -1.245 3.811
H -7.838 -0.769 5.178
H -8.119 0.349 3.843
H -6.631 -2.324 3.685
H -5.830 -0.767 3.698
H -7.976 0.434 1.650
H -7.081 -0.195 0.284
H -5.767 1.176 2.686
H -6.024 1.886 1.092
H -4.923 0.507 1.293
C -11.029 -4.083 -5.004
C -9.934 -4.007 -3.955
O -9.547 -2.681 -3.628
C -10.563 -1.844 -3.099
C -11.170 -2.361 -1.806
H -10.718 -3.570 -5.918
H -11.252 -5.124 -5.245
H -11.953 -3.613 -4.664
H -9.039 -4.500 -4.341
H -10.219 -4.553 -3.048
H -11.336 -1.663 -3.852
H -10.092 -0.877 -2.905
H -11.666 -3.323 -1.944
H -11.910 -1.655 -1.425
H -10.394 -2.499 -1.048
C 9.056 6.633 1.184
C 8.399 6.194 -0.113
O 8.978 6.774 -1.270
C 10.353 6.494 -1.491
C 10.658 5.015 -1.648
H 9.022 7.720 1.280
H 8.542 6.189 2.039
H 10.104 6.334 1.232
H 7.353 6.509 -0.103
H 8.392 5.101 -0.202
H 10.962 6.940 -0.698
H 10.625 7.011 -2.414
H 10.415 4.450 -0.747
H 11.719 4.867 -1.860
H 10.074 4.589 -2.468
```

Here are the Löwdin charges for atoms 1 to 99, given in e: -0.12, -0.25, -0.19, -0.19, 0.05, -0.10, 0.15, 0.00, -0.03, -0.20, -0.15, -0.11, -0.04, -0.06, -0.23, -0.02, -0.12, -0.03, -0.05, -0.23, -0.20, -0.23, -0.06, 0.07, 0.07, 0.08, 0.11, 0.10, 0.10, 0.12, 0.12, 0.12, 0.14, 0.13, 0.15, 0.13, 0.10, 0.08, 0.09, 0.09, 0.11, 0.13, 0.16, 0.12, 0.10, 0.15, 0.10, 0.14, 0.11, 0.12, 0.12, 0.08, 0.07, 0.09, -0.08, -0.28, -0.17, -0.28, -0.06, 0.07, 0.08, 0.07, 0.10, 0.11, 0.09, 0.12, 0.07, 0.07, 0.09, -0.08, -0.27, -0.16, -0.28, -0.08, 0.05, 0.08, 0.07, 0.12, 0.11, 0.10, 0.12, 0.07, 0.08, 0.08, -0.08, -0.28, -0.16, -0.28, -0.08, 0.08, 0.08, 0.07, 0.12, 0.11, 0.11, 0.10, 0.07, 0.08, 0.07

---

Molecular formula: C37H82N6O6
Method: DFT, ωB97M-V with the def2-TZVPD basis set

Values from the calculation:
HOMO = -7.6 eV
Structure (SMILES) = CC1(C)CCCC(C)(C)N1O.CC1(C)CCCC(C)(C)N1O.CC1(C)CCCC(C)(C)N1O.CC1(C)CCCC(C)(C)N1O.NC(N)=O.O
Net charge = 0
DFT total energy = -2238.67213 a.u.
ΔE to the lowest compared entry with this formula, charge and spin = 1.840 eV
Gap between HOMO and LUMO = 7.91 eV

XYZ file:
```
131
C37H82N6O6, DFT ωB97M-V with the def2-TZVPD basis set
C -21.032 -16.226 7.646
C -20.722 -14.824 8.274
C -20.917 -13.783 7.144
C -21.931 -14.577 9.266
C -21.799 -15.436 10.492
C -20.440 -15.170 11.198
C -19.209 -15.292 10.235
C -18.125 -14.498 11.013
C -18.915 -16.755 10.127
N -19.428 -14.592 8.944
O -18.336 -14.503 8.191
H -21.808 -16.140 6.886
H -20.135 -16.700 7.246
H -21.453 -16.941 8.353
H -21.888 -13.781 6.648
H -20.651 -12.815 7.568
H -20.141 -13.942 6.396
H -21.916 -13.504 9.461
H -22.895 -14.789 8.804
H -22.549 -15.142 11.228
H -21.954 -16.503 10.334
H -20.516 -15.917 11.988
H -20.574 -14.221 11.715
H -17.176 -14.910 10.670
H -18.007 -14.541 12.096
H -18.117 -13.430 10.794
H -18.138 -16.925 9.382
H -19.773 -17.345 9.806
H -18.513 -17.236 11.019
H -18.143 -13.564 8.237
C -16.976 -11.094 1.449
C -18.006 -11.686 2.442
C -18.823 -12.926 1.753
C -17.310 -12.211 3.705
C -18.412 -12.418 4.833
C -19.194 -11.087 5.083
C -20.025 -10.664 3.841
C -21.256 -11.571 3.709
C -20.613 -9.149 4.055
N -18.966 -10.564 2.746
O -19.527 -9.963 1.603
H -16.125 -11.774 1.399
H -17.258 -10.905 0.413
H -16.441 -10.224 1.829
H -19.527 -13.499 2.356
H -19.238 -12.634 0.788
H -18.064 -13.649 1.452
H -16.920 -13.201 3.469
H -16.496 -11.526 3.945
H -19.002 -13.315 4.644
H -17.979 -12.692 5.795
H -18.576 -10.229 5.346
H -19.849 -11.350 5.914
H -20.933 -12.572 3.422
H -21.863 -11.094 2.939
H -21.802 -11.806 4.622
H -21.134 -9.050 5.007
H -21.293 -8.936 3.230
H -19.776 -8.464 3.914
H -19.185 -9.093 1.821
C -15.900 -10.195 12.194
C -15.238 -8.844 11.959
C -15.283 -7.986 13.322
C -13.746 -9.138 11.595
C -13.127 -8.053 10.716
C -13.954 -7.849 9.467
C -15.378 -7.363 9.772
C -15.402 -5.833 10.014
C -16.159 -7.677 8.442
N -15.981 -8.165 10.912
O -17.173 -7.705 11.295
H -15.308 -10.783 12.895
H -16.937 -10.070 12.505
H -15.956 -10.725 11.243
H -14.436 -7.302 13.384
H -16.268 -7.531 13.422
H -15.235 -8.679 14.161
H -13.168 -9.154 12.519
H -13.537 -10.046 11.030
H -13.240 -7.150 11.317
H -12.076 -8.255 10.511
H -13.893 -8.775 8.896
H -13.515 -6.990 8.959
H -16.424 -5.463 10.088
H -14.783 -5.283 9.305
H -14.846 -5.690 10.941
H -17.133 -7.191 8.485
H -16.388 -8.740 8.363
H -15.571 -7.351 7.583
H -17.785 -8.444 11.259
C -14.456 -9.083 4.913
C -13.461 -10.244 5.235
C -13.187 -11.007 3.911
C -12.140 -9.545 5.783
C -11.180 -10.506 6.433
C -11.936 -11.021 7.617
C -13.234 -11.813 7.312
C -12.773 -13.183 6.748
C -14.004 -11.992 8.707
N -14.028 -11.205 6.249
O -15.131 -11.845 5.888
H -15.327 -9.490 4.398
H -14.741 -8.592 5.843
H -13.921 -8.293 4.387
H -12.166 -11.367 3.783
H -13.830 -11.863 3.705
H -13.390 -10.474 2.982
H -11.614 -9.241 4.878
H -12.316 -8.705 6.456
H -10.952 -11.357 5.791
H -10.223 -10.077 6.731
H -12.255 -10.170 8.219
H -11.363 -11.614 8.329
H -12.042 -13.647 7.409
H -12.457 -13.218 5.705
H -13.637 -13.839 6.855
H -14.628 -11.136 8.966
H -13.322 -12.187 9.534
H -14.763 -12.766 8.588
H -14.790 -12.404 5.186
N -20.477 -7.784 8.707
C -19.821 -8.865 8.982
N -20.210 -9.310 10.150
O -18.922 -9.296 8.242
H -20.124 -7.211 7.954
H -21.051 -7.543 9.502
H -19.695 -10.133 10.430
H -21.063 -8.931 10.534
O -17.099 -11.559 8.145
H -17.667 -10.798 8.023
H -16.263 -11.299 7.756
```

Here are the Löwdin charges for atoms 1 to 99, given in e: -0.03, -0.45, -0.04, -0.15, -0.21, -0.13, -0.47, -0.04, -0.04, -0.15, 0.01, 0.08, 0.08, 0.06, 0.09, 0.08, 0.06, 0.11, 0.12, 0.11, 0.10, 0.11, 0.11, 0.07, 0.08, 0.08, 0.09, 0.07, 0.09, 0.07, -0.04, -0.44, -0.01, -0.12, -0.14, -0.13, -0.44, -0.03, -0.02, -0.12, -0.03, 0.07, 0.08, 0.07, 0.05, 0.07, 0.07, 0.11, 0.08, 0.09, 0.08, 0.12, 0.09, 0.05, 0.08, 0.08, 0.07, 0.06, 0.07, 0.09, -0.04, -0.47, -0.01, -0.13, -0.19, -0.16, -0.44, -0.02, -0.02, -0.14, -0.01, 0.09, 0.08, 0.08, 0.07, 0.07, 0.07, 0.12, 0.10, 0.10, 0.11, 0.10, 0.12, 0.08, 0.08, 0.07, 0.07, 0.06, 0.07, 0.09, -0.02, -0.41, -0.03, -0.12, -0.19, -0.17, -0.45, -0.03, -0.01

---

What is the HOMO in the second record?
-10.7 eV